(1)
C5H8N4O2S | ωB97M-V with the def2-TZVPD basis set

Cartesian coordinates (Å):
1 C 1.63222 1.94806 1.02798
2 C 1.80362 -1.58487 0.49812
3 C -1.67352 -0.83359 -0.23889
4 C 1.43591 2.29923 -0.54166
5 C 1.23328 -0.11017 0.32098
6 N 1.46848 0.72994 1.28516
7 N -2.97321 -0.41788 -0.70720
8 N -1.21180 -1.90571 -0.80675
9 N -0.98126 -0.18209 0.67132
10 O 2.80904 -1.41873 1.13290
11 O 1.21183 -2.57059 0.10224
12 S 1.24781 0.68256 -1.24404
13 H 1.81740 2.62376 1.88537
14 H 0.51918 2.93245 -0.70335
15 H 2.33818 2.69029 -1.01419
16 H -3.61897 -1.08634 -1.01173
17 H -3.31705 0.45530 -0.19258
18 H -1.88994 -2.49517 -1.25702
19 H -0.18634 -2.19600 -0.40919
20 H -1.66488 0.43952 1.20253

As for the HOMO energy: -0.33491 Eh. Its frontier orbital gap is 0.2974 hartree.



(2)
C18H23N2O5SW | ωB97M-V with the def2-TZVPD basis set

Cartesian coordinates (Å):
1 W 1.31226 -0.24121 0.20819
2 O 3.13070 -3.99120 0.35091
3 C 2.46653 -2.90893 0.53419
4 O 2.61534 -1.86624 -0.15346
5 C 1.48308 -2.85905 1.62461
6 C 1.25302 -3.78220 2.62268
7 C 0.35905 -3.43847 3.63806
8 C -0.22377 -2.17201 3.65120
9 C 0.07486 -1.29666 2.62727
10 N 0.86392 -1.66303 1.60735
11 C -0.33433 0.14062 2.46179
12 O -1.33987 0.63260 2.85861
13 O 0.59998 0.79087 1.69500
14 H 3.79178 -3.92544 -0.36494
15 H 1.77334 -4.73119 2.61766
16 H 0.14985 -4.13932 4.43527
17 H -0.87667 -1.85663 4.45510
18 C 4.66251 2.91891 -0.31891
19 S 3.31983 2.47279 0.75017
20 C 2.08606 3.64272 0.24437
21 O 2.85864 1.09370 0.13645
22 H 4.34196 2.81863 -1.35473
23 H 5.50180 2.26520 -0.09170
24 H 4.92707 3.95133 -0.08377
25 H 2.42694 4.63000 0.55930
26 H 1.16864 3.39179 0.77345
27 H 1.97215 3.60032 -0.83874
28 C -4.36973 1.13796 -1.53456
29 N -3.52699 0.94803 -0.30899
30 C -2.65840 2.14165 -0.06581
31 C -2.75697 -0.36086 -0.29324
32 C -1.68469 -0.48552 -1.34522
33 C -2.02343 -0.84961 -2.64069
34 C -1.06572 -1.01099 -3.64972
35 C 0.27571 -0.81676 -3.38479
36 C 0.60640 -0.45820 -2.08095
37 C -0.31945 -0.31186 -1.05581
38 H -4.99686 2.01186 -1.37941
39 H -4.99080 0.25795 -1.68226
40 H -3.71438 1.29945 -2.38575
41 H -4.17126 0.88127 0.48188
42 H -1.92055 2.18764 -0.86301
43 H -2.18399 2.03815 0.90686
44 H -3.28403 3.02989 -0.08985
45 H -3.50846 -1.14012 -0.41594
46 H -2.33600 -0.43810 0.70714
47 H -3.06217 -1.03644 -2.88782
48 H -1.38137 -1.29345 -4.64532
49 H 1.02428 -0.93052 -4.15620
50 H 1.68419 -0.27929 -1.87593

As for the HOMO energy (spin up / spin down): -0.61135 / -0.68738 Eh. Its total charge is +3. Its frontier orbital gap (spin up / spin down) is 0.2440 / 0.2994 hartree. As for the spin multiplicity: 3.



(3)
C48H53As2CaN5O3S | ωB97M-V with the def2-TZVPD basis set

Cartesian coordinates (Å):
1 Ca -0.08568 0.49044 0.30208
2 N 0.55324 -2.33861 2.06518
3 C 1.18979 -2.54558 3.36393
4 C 0.97288 -1.35700 4.28331
5 C 1.30874 -0.00962 3.65471
6 N 0.17754 0.52525 2.87839
7 H -0.42809 -2.10724 2.17704
8 H 0.58710 -3.18473 1.51200
9 H 2.26041 -2.67253 3.20480
10 H 0.83774 -3.45457 3.87266
11 H 1.59524 -1.50021 5.16937
12 H -0.06509 -1.33646 4.63528
13 H 2.17165 -0.10048 2.99056
14 H 1.59082 0.69078 4.44647
15 H 0.28319 1.53461 2.82146
16 H -0.69357 0.33553 3.36748
17 C -2.92183 -3.51092 3.81411
18 C -2.95337 -2.51692 2.67770
19 O -2.48891 -1.39083 2.79694
20 N -3.48645 -2.97344 1.52184
21 C -3.54363 -2.18169 0.30354
22 C -2.54697 -2.64362 -0.73241
23 C -2.97756 -3.22618 -1.91662
24 C -2.04199 -3.64983 -2.84802
25 C -0.69948 -3.48741 -2.55947
26 C -0.36150 -2.89515 -1.35146
27 N -1.24851 -2.46589 -0.45777
28 H -2.88286 -2.96867 4.75461
29 H -2.01610 -4.11473 3.72487
30 H -3.78188 -4.18022 3.80928
31 H -3.85886 -3.90754 1.51206
32 H -3.32901 -1.14823 0.56283
33 H -4.54981 -2.22515 -0.11200
34 H -4.03793 -3.32371 -2.10846
35 H -2.35922 -4.09571 -3.78204
36 H 0.07704 -3.79065 -3.24872
37 H 0.68351 -2.73611 -1.10139
38 O -3.82195 0.22783 -1.82328
39 C -2.65238 0.46125 -1.53827
40 O -2.11282 0.37761 -0.38834
41 C -1.69914 0.91383 -2.64265
42 C -2.17751 0.98592 -3.96963
43 C -1.32506 1.38288 -4.95369
44 C -0.00196 1.75255 -4.61867
45 C 0.94926 2.17614 -5.57838
46 C 2.21079 2.52889 -5.19262
47 C 2.57376 2.49470 -3.82740
48 C 1.67531 2.09120 -2.88349
49 C 0.37502 1.69000 -3.26036
50 N -0.47270 1.22729 -2.28946
51 H -3.20549 0.70968 -4.15274
52 H -1.64538 1.43037 -5.98831
53 H 0.65633 2.21568 -6.62093
54 H 2.93428 2.84728 -5.93198
55 H 3.57026 2.79115 -3.52358
56 H 1.91819 2.09137 -1.83054
57 S 1.80557 2.48614 0.74707
58 C 3.41049 2.21791 0.07490
59 C 4.29734 3.30932 0.03981
60 C 5.56272 3.20285 -0.50041
61 C 6.00227 1.99532 -1.03654
62 C 5.14864 0.90847 -1.01322
63 C 3.86738 1.00542 -0.47001
64 As 2.70825 -0.55828 -0.41481
65 C 3.05297 -1.37889 -2.16226
66 C 4.23343 -2.03536 -2.50486
67 C 4.40544 -2.55860 -3.77854
68 C 3.39776 -2.43669 -4.72663
69 C 2.20940 -1.80664 -4.38966
70 C 2.03853 -1.29280 -3.11098
71 C 3.81033 -1.72469 0.68476
72 C 3.75824 -3.10588 0.51193
73 C 4.49204 -3.94695 1.33501
74 C 5.27941 -3.41413 2.34838
75 C 5.33498 -2.03981 2.52549
76 C 4.60777 -1.19652 1.69335
77 H 3.95618 4.25183 0.44795
78 H 6.21318 4.06925 -0.50780
79 H 6.99270 1.90392 -1.46305
80 H 5.48550 -0.03381 -1.42719
81 H 5.02432 -2.15268 -1.77361
82 H 5.33035 -3.06229 -4.03018
83 H 3.53739 -2.84120 -5.72111
84 H 1.41110 -1.71307 -5.11594
85 H 1.09615 -0.82682 -2.85209
86 H 3.15229 -3.53281 -0.28042
87 H 4.44965 -5.01863 1.18550
88 H 5.85161 -4.06933 2.99255
89 H 5.95242 -1.61734 3.30818
90 H 4.67193 -0.12251 1.82584
91 C -1.93591 4.29745 2.67174
92 As -2.03836 2.77698 1.44829
93 C -2.89551 3.69259 -0.04358
94 C -3.57078 1.79650 2.22572
95 C -4.86976 2.53164 2.20823
96 C -5.71356 2.42766 1.10149
97 C -6.90777 3.12991 1.05167
98 C -7.28254 3.94988 2.10817
99 C -6.45526 4.05587 3.21655
100 C -5.25997 3.35164 3.26502
101 H -2.91096 4.76939 2.79363
102 H -1.23070 5.01952 2.26120
103 H -1.56474 3.97037 3.64314
104 H -3.74906 4.27604 0.29998
105 H -3.23054 2.96899 -0.78489
106 H -2.15702 4.35305 -0.49798
107 H -3.27105 1.52031 3.23845
108 H -3.63103 0.87757 1.64498
109 H -5.42321 1.78735 0.27462
110 H -7.54939 3.03520 0.18459
111 H -8.21507 4.49798 2.06946
112 H -6.74219 4.68553 4.04953
113 H -4.62276 3.43128 4.13877

As for the HOMO energy: -0.25457 Eh. Its frontier orbital gap is 0.2589 hartree.